[1]
Entry from the OMol25 dataset: C18H25F7IrN2O5SSe2 as an isolated structure (ωB97M-V with the def2-TZVPD basis set).

Geometry (Å):
Ir -0.158 -0.308 -0.030
C -1.033 0.924 -2.907
C -1.970 1.596 -1.915
N -2.019 1.041 -0.527
C -2.323 2.185 0.371
C -2.357 1.904 1.860
C -3.068 0.012 -0.414
C -2.816 -1.167 -1.334
N -1.497 -1.704 -1.067
C -1.104 -2.836 -1.709
C -0.246 -3.765 -1.079
F 0.106 -3.574 0.201
C 0.207 -4.905 -1.704
F 1.010 -5.740 -1.016
C -0.170 -5.245 -2.990
C -1.027 -4.370 -3.620
F -1.429 -4.627 -4.883
C -1.475 -3.212 -3.017
F -2.263 -2.400 -3.763
H -1.077 1.488 -3.842
H -1.279 -0.111 -3.124
H -0.007 0.977 -2.544
H -2.999 1.614 -2.303
H -1.642 2.627 -1.819
H -3.285 2.611 0.047
H -1.551 2.928 0.184
H -3.070 1.129 2.143
H -2.654 2.824 2.366
H -1.373 1.618 2.226
H -4.046 0.457 -0.654
H -3.093 -0.335 0.620
H -2.983 -0.854 -2.367
H -3.588 -1.919 -1.113
H 0.185 -6.143 -3.469
O 3.760 -1.940 3.925
C 3.555 -0.565 3.616
C 2.435 -0.407 2.573
C 2.376 1.118 2.279
O 1.119 1.662 2.616
C 1.166 -0.923 3.249
Se -0.471 -1.140 2.204
C 2.840 -1.272 1.363
Se 2.116 -0.856 -0.409
H 4.487 -2.005 4.549
H 4.475 -0.127 3.208
H 3.279 -0.004 4.518
H 2.622 1.304 1.229
H 3.152 1.618 2.875
H 1.033 2.505 2.134
H 0.890 -0.254 4.063
H 1.369 -1.912 3.660
H 2.593 -2.316 1.556
H 3.921 -1.217 1.223
F 1.045 4.643 -2.699
C 0.912 4.910 -1.391
F 1.590 6.035 -1.134
F -0.390 5.164 -1.168
S 1.497 3.505 -0.360
O 2.878 3.343 -0.720
O 1.241 3.980 0.994
O 0.602 2.431 -0.760

Properties
spin multiplicity	5
charge	-1
expectation value of S²	6.019
highest occupied orbital energy (alpha / beta)	-3.99 / -4.66	eV
Kohn-Sham gap (alpha / beta)	6.44 / 5.90	eV
LUMO energy (alpha / beta)	2.45 / 1.24	eV
energy relative to the best compared isomer or geometry (same formula, charge and spin)	60.8	kJ/mol
total energy	-7191.0544	a.u.

List of natural (NBO) charges in e, atom by atom: 0.8478, -0.6309, -0.2253, -0.4956, -0.2185, -0.6333, -0.2299, -0.2408, -0.7383, 0.0898, 0.2814, -0.3073, 0.3429, -0.3188, -0.3966, 0.3292, -0.3224, 0.2814, -0.3336, 0.2126, 0.2126, 0.2403, 0.1720, 0.2264, 0.1626, 0.2369, 0.1976, 0.2131, 0.2453, 0.1786, 0.2116, 0.1873, 0.1862, 0.2356, -0.7349, -0.0469, -0.1430, -0.0564, -0.7668, -0.5756, 0.0384, -0.5705, 0.0301, 0.4673, 0.1635, 0.1646, 0.1946, 0.1513, 0.5151, 0.2335, 0.2319, 0.2354, 0.2127, -0.3273, 0.6817, -0.3248, -0.3343, 2.3609, -0.9618, -1.0139, -1.0250

***

[2]
Entry from the OMol25 dataset: a 2-piece molecular cluster, C2H3ClO4S2 overall in a non-equilibrium geometry (ωB97M-V with the def2-TZVPD basis set).

Geometry (Å):
C 0.356 0.228 -1.272
C -0.475 0.118 1.135
O -2.339 -0.317 -0.921
O -0.612 -2.037 -0.325
O 1.969 -0.833 0.706
O 1.714 1.623 0.695
S -1.029 -0.662 -0.431
S 1.196 0.310 0.342
Cl -1.133 1.598 1.486
H 1.040 -0.270 -1.877
H 0.100 1.130 -1.839
H -0.788 -0.889 2.300

Properties
spin multiplicity	1
charge	0
highest occupied orbital energy	-10.89	eV
Kohn-Sham gap	10.43	eV
LUMO energy	-0.46	eV
energy relative to the best compared isomer or geometry (same formula, charge and spin)	156.1	kJ/mol
total energy	-1635.3663	a.u.

List of natural (NBO) charges in e, atom by atom: -0.9206, -0.7953, -0.8694, -0.8920, -0.8699, -0.8859, 2.1152, 2.1137, 0.1194, 0.2762, 0.2904, 0.3181

***

[3]
Entry from the OMol25 dataset: C18H22F23N2O4S2Si2 as an isolated structure in a non-equilibrium geometry (ωB97M-V with the def2-TZVPD basis set).

Geometry (Å):
O 1.993 0.475 5.276
S 2.664 1.000 4.155
O 3.409 2.152 4.461
F 3.581 -0.149 3.602
N 1.604 1.305 2.887
C 0.634 0.162 2.793
C -0.417 0.336 1.680
C -1.284 -0.918 1.484
F -1.989 -0.728 0.367
F -0.466 -1.961 1.251
C -2.169 -1.302 2.691
F -1.439 -1.695 3.738
F -2.872 -2.382 2.331
C -3.139 -0.211 3.223
F -3.883 -0.815 4.171
F -2.492 0.761 3.854
C -4.145 0.382 2.202
F -4.604 -0.503 1.328
F -3.553 1.361 1.498
C -5.403 1.012 2.895
F -5.095 1.637 4.025
F -6.288 0.042 3.161
C -6.147 2.042 1.980
F -6.143 1.713 0.699
F -5.512 3.225 2.131
C -7.627 2.286 2.409
F -8.371 1.332 1.853
F -7.776 2.281 3.725
C -8.199 3.641 1.902
F -7.864 4.636 2.680
F -7.867 3.877 0.657
F -9.525 3.586 1.923
S 2.377 1.620 1.384
O 2.614 0.448 0.629
O 1.510 2.497 0.687
C 3.984 2.549 1.522
F 4.943 1.885 2.130
F 4.376 2.683 0.275
C 3.821 4.025 2.084
F 3.793 4.854 1.059
F 2.679 4.190 2.712
F 4.832 4.366 2.832
H 1.180 -0.771 2.618
H 0.098 0.148 3.742
H -1.040 1.208 1.905
H 0.004 0.537 0.689
C 3.060 -2.218 -7.230
Si 3.115 -2.623 -5.380
C 4.935 -2.913 -4.948
C 2.190 -4.260 -5.166
N 2.421 -1.343 -4.523
Si 2.275 -1.316 -2.841
C 3.941 -1.373 -1.945
C 1.188 -2.709 -2.160
C 1.442 0.307 -2.332
H 3.503 -3.032 -7.816
H 2.028 -2.080 -7.562
H 3.620 -1.304 -7.439
H 5.401 -3.593 -5.674
H 5.049 -3.371 -3.963
H 5.490 -1.973 -4.965
H 1.119 -4.120 -5.321
H 2.348 -4.688 -4.174
H 2.543 -5.000 -5.896
H 4.398 -2.363 -2.005
H 3.815 -1.138 -0.882
H 4.631 -0.642 -2.371
H 0.248 -2.768 -2.712
H 0.948 -2.530 -1.103
H 1.689 -3.677 -2.216
H 0.448 0.387 -2.780
H 2.039 1.164 -2.650
H 1.330 0.353 -1.247

Properties
spin multiplicity	1
charge	-1
highest occupied orbital energy	-3.35	eV
Kohn-Sham gap	5.24	eV
LUMO energy	1.89	eV
energy relative to the best compared isomer or geometry (same formula, charge and spin)	87.6	kJ/mol
total energy	-4781.9309	a.u.

List of Mulliken charges in e, atom by atom: -0.6222, 1.1572, -0.5234, -0.1966, 0.0714, -1.3984, -0.2075, 0.9797, -0.3437, -0.3417, 0.3721, -0.3042, -0.3131, 0.7185, -0.3210, -0.3058, 0.6066, -0.2898, -0.3311, 0.6010, -0.2987, -0.3156, 0.6641, -0.2911, -0.3228, 0.5922, -0.2878, -0.2789, 0.6818, -0.2481, -0.2486, -0.2707, 1.1071, -0.4649, -0.6327, 0.2531, -0.2444, -0.2054, 0.7820, -0.2622, -0.2354, -0.2578, 0.4453, 0.7302, 0.2053, 0.2695, -1.0352, 0.1400, -1.0756, -1.0735, -0.2401, 0.1858, -0.9410, -0.7552, -0.3790, 0.2673, 0.2494, 0.2481, 0.3549, 0.3152, 0.2520, 0.2507, 0.3213, 0.3545, 0.3533, 0.2324, 0.2213, 0.2509, 0.0601, 0.3191, 0.3613, 0.2423, -0.3540

***

[4]
Entry from the OMol25 dataset: C30H46AgF6O18PS as an isolated structure in a non-equilibrium geometry (ωB97M-V with the def2-TZVPD basis set).

Geometry (Å):
Ag 0.013 -0.339 0.273
P -3.278 -0.038 -0.245
F -4.195 1.242 -0.845
F -1.997 0.095 -1.296
F -2.828 1.152 0.816
F -2.423 -1.217 0.396
F -4.283 -0.290 1.042
F -4.079 -1.094 -1.210
O -1.440 -0.841 -6.101
C -0.935 0.127 -5.500
O -0.375 0.075 -4.372
C 0.039 1.336 -3.945
C 0.047 2.306 -5.132
C -1.032 1.673 -5.969
H 1.051 1.153 -3.584
H -0.545 1.707 -3.103
H 0.995 2.220 -5.663
H -0.184 3.317 -4.795
H -0.711 1.888 -6.988
H -2.001 2.173 -5.985
O -0.347 -1.753 -1.695
C -0.494 -2.910 -2.231
O 0.210 -3.875 -1.781
C 0.263 -5.002 -2.722
C -0.572 -4.518 -3.838
C -1.339 -3.331 -3.351
H -0.154 -5.805 -2.114
H 1.222 -5.190 -3.206
H -1.193 -5.350 -4.172
H -0.030 -4.321 -4.762
H -2.255 -3.708 -2.896
H -1.443 -2.491 -4.038
O 1.761 -1.409 1.576
C 2.653 -1.052 2.303
O 3.606 -0.178 1.888
C 4.589 0.148 2.861
C 4.350 -1.002 3.873
C 2.925 -1.402 3.770
H 4.610 1.174 3.227
H 5.529 -0.039 2.343
H 4.488 -0.609 4.880
H 5.032 -1.852 3.853
H 2.120 -1.001 4.386
H 2.953 -2.489 3.837
O -0.612 0.315 2.414
C -0.501 1.118 3.349
O 0.627 1.532 3.963
C 0.500 2.309 5.113
C -1.023 2.123 5.411
C -1.604 1.680 4.021
H 0.741 3.288 4.698
H 1.050 1.916 5.969
H -1.524 2.993 5.834
H -1.382 1.398 6.142
H -1.842 2.570 3.439
H -2.443 0.998 4.161
O 0.621 1.800 -0.520
C 1.040 2.951 -0.498
O 1.287 3.660 -1.580
C 1.982 4.857 -1.209
C 1.599 5.161 0.222
C 1.188 3.791 0.724
H 1.782 5.718 -1.846
H 3.049 4.664 -1.328
H 0.827 5.919 0.095
H 2.431 5.484 0.848
H 0.355 3.813 1.427
H 2.015 3.318 1.254
O 4.214 0.356 -1.779
C 3.767 -0.662 -2.315
O 3.106 -0.663 -3.459
C 2.682 -1.995 -3.835
C 3.474 -3.040 -3.038
C 3.828 -2.166 -1.768
H 2.628 -2.025 -4.924
H 1.614 -2.074 -3.632
H 4.222 -3.391 -3.749
H 2.918 -3.960 -2.857
H 4.873 -2.356 -1.526
H 3.381 -2.276 -0.780
O -3.560 -4.781 4.758
C -2.778 -4.975 3.840
O -1.586 -4.423 3.844
C -1.005 -4.568 2.657
C -1.677 -5.777 2.013
C -3.082 -5.542 2.464
H 0.068 -4.750 2.724
H -1.163 -3.643 2.103
H -1.255 -6.753 2.255
H -1.490 -5.563 0.960
H -3.599 -6.500 2.519
H -3.661 -4.767 1.961
C -2.500 4.604 0.230
C -4.010 4.462 -0.044
O -4.488 5.215 1.059
S -3.444 5.553 2.317
O -3.971 5.011 3.547
O -2.962 6.911 2.140
O -2.388 4.544 1.667
H -2.038 5.513 -0.157
H -1.904 3.770 -0.141
H -4.434 3.462 -0.130
H -4.269 5.191 -0.812

Properties
spin multiplicity	1
charge	0
highest occupied orbital energy	-9.40	eV
Kohn-Sham gap	9.52	eV
LUMO energy	0.11	eV
total energy	-4010.8485	a.u.

Mulliken population analysis, charges in e, atoms 1 to 99: 1.8153, 1.4870, -0.4068, -0.5739, -0.4129, -0.4961, -0.4155, -0.3881, -0.6837, 0.4753, -0.0746, 0.3902, -0.5407, -0.7665, 0.0331, -0.2463, 0.3046, 0.3242, 0.3465, 0.3058, 0.1905, 0.1853, -0.2755, -0.2640, -0.9008, 0.1003, 0.4629, 0.1164, 0.4443, 0.3237, 0.4461, -0.1565, -0.3578, 0.1156, -0.3111, -0.4406, -0.7985, -0.1737, 0.3003, 0.2922, 0.3320, 0.3298, 0.2439, 0.2771, -0.6432, -0.5371, -0.2911, -0.3587, -0.8757, 0.4119, 0.3286, 0.2424, 0.3964, 0.3303, -0.3177, 0.4885, -0.0338, -0.1744, -0.3307, -0.6934, -0.4697, 0.2051, 0.3982, 0.2744, 0.2082, 0.3287, -0.0292, 0.3317, -0.6712, 0.5266, -0.3215, 0.1280, -0.4001, -0.2334, 0.4833, -0.3327, 0.3141, 0.0644, 0.3802, 0.0305, -0.6214, 0.4167, -0.3320, 0.1369, -0.2609, -0.4131, 0.2618, -0.1410, 0.3405, 0.0315, 0.3086, 0.2459, 0.0316, -0.1072, -0.4436, 1.1692, -0.5185, -0.5718, -0.2557

***

[5]
Entry from the OMol25 dataset: a 2-piece molecular cluster, C9H11NO2 overall in a non-equilibrium geometry (ωB97M-V with the def2-TZVPD basis set).

Geometry (Å):
C 3.289 -1.064 0.296
C 2.580 -0.826 1.496
C 2.605 -1.075 -0.935
C 1.199 -0.636 1.499
C 1.228 -0.912 -0.945
C 0.514 -0.670 0.267
C -0.850 -0.420 0.252
C -3.182 -0.850 -0.056
C -1.214 1.954 0.480
N -1.786 -1.192 -0.202
O -1.470 -2.398 -0.495
O -0.056 2.523 0.088
H 4.307 -1.324 0.239
H 3.063 -0.586 2.527
H 3.143 -1.200 -1.900
H 0.664 -0.379 2.388
H 0.520 -1.092 -1.825
H -3.750 -0.933 0.912
H -3.811 -1.476 -0.643
H -3.369 0.193 -0.521
H -1.442 2.136 1.505
H -1.955 2.186 -0.162
H 0.229 2.399 -0.914

Properties
spin multiplicity	1
charge	0
highest occupied orbital energy (alpha / beta)	-7.82 / -7.82	eV
Kohn-Sham gap (alpha / beta)	7.89 / 7.89	eV
LUMO energy (alpha / beta)	0.08 / 0.08	eV
energy relative to the best compared isomer or geometry (same formula, charge and spin)	721.4	kJ/mol
total energy	-554.5366	a.u.

List of natural (NBO) charges in e, atom by atom: -0.2142, -0.2056, -0.2136, -0.1817, -0.1862, -0.1597, 0.1943, -0.4414, 0.0771, 0.0069, -0.5773, -0.6858, 0.2150, 0.2197, 0.2195, 0.2155, 0.2320, 0.2275, 0.2296, 0.2032, 0.1791, 0.1429, 0.5034

***

[6]
Entry from the OMol25 dataset: a 2-piece molecular cluster, C14H10BF7N3O6S overall in a non-equilibrium geometry (ωB97M-V with the def2-TZVPD basis set).

Geometry (Å):
O 5.853 0.002 0.725
N 5.294 1.049 0.858
O 4.012 1.016 0.402
C 3.180 0.103 1.175
C 1.618 0.196 0.863
C 0.644 -0.110 2.092
C -0.899 -0.109 1.961
C -1.554 0.200 0.551
N -2.963 0.230 0.180
S -2.955 0.684 -1.474
N -1.291 0.850 -1.922
C -0.603 0.537 -0.686
C 0.975 0.513 -0.504
C 1.875 0.812 -1.792
C 2.427 -0.614 -2.333
C 1.160 -1.323 -3.073
C 1.584 -2.782 -3.594
F 2.781 -2.644 -4.370
F 0.536 -3.298 -4.447
C 1.805 -3.844 -2.397
F 3.095 -3.684 -1.777
F 0.780 -3.816 -1.414
F 1.812 -5.194 -2.906
H 3.307 0.414 2.287
H 3.479 -0.999 1.111
H 1.109 -0.361 3.115
H -1.562 -0.363 2.850
H 1.174 1.272 -2.592
H 2.694 1.588 -1.608
H 3.336 -0.494 -3.015
H 2.649 -1.238 -1.381
H 0.693 -0.657 -3.884
H 0.314 -1.502 -2.299
B -6.091 2.778 3.954
O -5.871 3.362 2.620
C -4.691 2.928 2.184
O -4.208 3.222 1.115
C -4.089 2.053 3.193
O -3.018 1.495 3.106
O -4.901 1.955 4.241
F -7.268 1.958 3.948
F -6.220 3.817 4.934

Properties
spin multiplicity	1
charge	-1
highest occupied orbital energy	-6.60	eV
Kohn-Sham gap	7.39	eV
LUMO energy	0.79	eV
total energy	-2277.3215	a.u.

List of natural (NBO) charges in e, atom by atom: -0.2729, 0.3950, -0.4068, -0.1484, -0.0448, -0.2351, -0.1590, 0.1112, -0.5119, 0.8404, -0.6071, 0.0994, -0.0069, -0.4558, -0.4069, -0.4778, 0.6342, -0.3365, -0.3381, 0.9270, -0.3252, -0.3098, -0.3295, 0.2040, 0.2141, 0.2256, 0.2748, 0.2312, 0.2462, 0.2307, 0.2183, 0.2560, 0.2554, 1.2573, -0.6521, 0.6617, -0.5737, 0.6764, -0.5986, -0.6502, -0.5559, -0.5560